1.
The following is a DFT calculation (wB97M-V/def2-TZVPD) of C35H33N7S5SbSc as an isolated structure.

Properties
HOMO level, eV: -0.49
Spin multiplicity: 1
Charge: -2
Frontier orbital gap, eV: 4.2
Relative energy (zero: lowest compared OMol25 entry of this formula, charge and spin), kJ/mol: 62.2

Element x y z (Å)
Sc: -0.041 0.043 0.393
N: 1.280 4.564 1.169
C: 0.889 3.300 0.758
S: 0.347 2.204 1.907
N: 0.999 3.155 -0.566
N: 0.681 1.928 -1.021
C: 0.667 1.770 -2.318
C: 0.804 2.840 -3.335
C: -0.026 2.778 -4.461
C: -0.016 3.765 -5.430
C: 0.839 4.853 -5.304
C: 1.675 4.925 -4.202
C: 1.658 3.939 -3.225
C: 0.532 0.380 -2.787
C: 1.083 -0.018 -4.009
C: 0.976 -1.336 -4.397
C: 0.320 -2.231 -3.566
C: -0.158 -1.772 -2.351
N: -0.055 -0.501 -1.959
H: 1.559 4.601 2.137
H: 1.918 5.012 0.528
H: -0.712 1.946 -4.571
H: -0.684 3.686 -6.280
H: 0.849 5.634 -6.056
H: 2.351 5.764 -4.087
H: 2.304 4.013 -2.368
H: 1.606 0.701 -4.622
H: 1.414 -1.661 -5.334
H: 0.212 -3.276 -3.822
H: -0.631 -2.439 -1.647
C: -7.034 2.402 -0.326
C: -6.779 1.769 1.012
C: -7.751 1.756 2.001
C: -7.521 1.171 3.238
C: -6.281 0.610 3.499
C: -5.285 0.622 2.536
C: -5.533 1.181 1.283
N: -4.565 1.221 0.270
C: -3.381 0.464 0.251
N: -3.602 -0.827 0.551
C: -2.738 -1.960 0.664
C: -1.363 -1.849 0.513
C: -0.667 -3.070 0.670
C: -1.292 -4.274 0.931
C: -2.675 -4.316 1.081
C: -3.421 -3.160 0.963
C: -4.915 -3.212 1.161
N: -2.253 1.001 -0.090
C: -2.362 2.343 -0.563
C: -2.207 3.429 0.291
C: -2.278 4.722 -0.201
C: -2.522 4.940 -1.547
C: -2.726 3.859 -2.391
C: -2.662 2.554 -1.917
C: -2.953 1.390 -2.822
H: -8.069 2.733 -0.405
H: -6.825 1.701 -1.137
H: -6.395 3.274 -0.493
H: -8.712 2.210 1.788
H: -8.297 1.165 3.992
H: -6.070 0.171 4.466
H: -4.307 0.218 2.763
H: -4.474 2.114 -0.192
H: -4.577 -1.031 0.689
H: 0.418 -3.052 0.605
H: -0.702 -5.176 1.055
H: -3.178 -5.249 1.316
H: -5.226 -4.229 1.397
H: -5.470 -2.906 0.267
H: -5.249 -2.572 1.984
H: -1.994 3.240 1.334
H: -2.115 5.555 0.469
H: -2.548 5.948 -1.944
H: -2.921 4.024 -3.444
H: -2.985 1.713 -3.863
H: -3.922 0.942 -2.581
H: -2.211 0.602 -2.708
S: 5.028 -0.758 2.824
Sb: 2.941 -1.668 2.409
S: 2.260 -0.837 0.151
S: -0.348 -0.680 2.950
S: 1.549 -0.206 3.798

2.
The following is a DFT calculation (wB97M-V/def2-TZVPD) of C35H34AlClNO6PS3Si2 as an isolated structure.

Properties
HOMO level, eV: -1.60
Spin multiplicity: 1
Charge: -2
Frontier orbital gap, eV: 5.6
Relative energy (zero: lowest compared OMol25 entry of this formula, charge and spin), kJ/mol: 28.0

Element x y z (Å)
Al: 0.564 -0.127 0.766
C: 3.783 -1.269 2.923
Si: 2.795 0.050 1.850
C: 4.258 1.070 1.070
C: 2.146 1.330 3.200
C: 3.010 1.556 4.273
C: 2.684 2.359 5.350
C: 1.447 2.977 5.372
C: 0.584 2.779 4.309
C: 0.894 1.971 3.216
Si: -0.562 1.722 1.939
C: -2.102 1.477 3.119
C: -0.833 3.514 1.225
H: 4.666 -0.859 3.406
H: 4.102 -2.112 2.318
H: 3.121 -1.654 3.689
H: 5.079 1.282 1.756
H: 3.847 2.011 0.723
H: 4.651 0.562 0.194
H: 3.979 1.077 4.274
H: 3.385 2.494 6.169
H: 1.161 3.609 6.207
H: -0.382 3.264 4.335
H: -2.496 2.394 3.549
H: -1.826 0.817 3.934
H: -2.911 0.995 2.579
H: -0.761 4.296 1.977
H: -1.794 3.611 0.729
H: -0.060 3.687 0.485
Cl: -2.526 0.729 -1.845
C: -2.388 0.155 -3.454
C: -2.926 0.877 -4.509
C: -2.817 0.376 -5.793
C: -2.199 -0.844 -6.020
C: -1.691 -1.571 -4.958
C: -1.765 -1.074 -3.661
P: -1.190 -1.991 -2.160
C: -2.114 -3.524 -2.601
C: -3.501 -3.400 -2.566
C: -4.317 -4.505 -2.692
C: -3.759 -5.765 -2.831
C: -2.381 -5.901 -2.862
C: -1.563 -4.787 -2.774
C: 0.505 -2.464 -2.673
C: 1.211 -1.959 -3.757
C: 2.528 -2.338 -3.964
C: 3.156 -3.212 -3.094
C: 2.473 -3.681 -1.983
C: 1.165 -3.295 -1.766
H: -3.424 1.816 -4.324
H: -3.233 0.933 -6.621
H: -2.123 -1.227 -7.030
H: -1.250 -2.546 -5.126
H: -3.925 -2.421 -2.399
H: -5.392 -4.387 -2.655
H: -4.392 -6.642 -2.899
H: -1.941 -6.889 -2.941
H: -0.489 -4.910 -2.813
H: 0.748 -1.266 -4.443
H: 3.070 -1.933 -4.808
H: 4.180 -3.516 -3.281
H: 2.971 -4.332 -1.275
H: 0.618 -3.625 -0.891
O: 0.382 -0.729 2.789
C: -0.420 -1.596 2.392
N: -0.714 -1.607 1.077
S: -1.902 -2.685 0.782
O: -3.118 -2.090 0.297
O: -1.431 -3.839 0.046
C: -2.114 -3.201 2.481
C: -3.000 -4.055 3.076
C: -2.913 -4.262 4.454
C: -1.924 -3.605 5.194
C: -1.044 -2.728 4.602
C: -1.138 -2.513 3.216
H: -3.759 -4.554 2.494
H: -3.604 -4.936 4.943
H: -1.858 -3.789 6.260
H: -0.305 -2.185 5.174
O: 2.742 0.341 -1.636
S: 1.447 0.886 -1.316
O: 1.451 1.623 -0.032
O: 0.456 -0.276 -1.000
S: 0.770 1.968 -2.757

3.
The following is a DFT calculation (wB97M-V/def2-TZVPD) of a 2-piece molecular cluster, C35H34BF6NO2S overall.

Properties
HOMO level, eV: -6.57
Spin multiplicity: 1
Charge: 0
Frontier orbital gap, eV: 3.3
Relative energy (zero: lowest compared OMol25 entry of this formula, charge and spin), kJ/mol: 380.7

Element x y z (Å)
C: -4.451 -4.151 2.445
C: -3.409 -3.267 1.890
C: -3.074 -3.027 0.571
C: -1.945 -2.145 0.421
C: -1.431 -1.733 1.625
B: 0.161 -1.459 2.188
C: -0.039 0.022 2.850
C: 0.205 0.254 4.195
C: -0.116 1.499 4.749
C: 0.229 1.767 6.196
F: 0.033 3.074 6.544
F: -0.513 1.005 7.064
F: 1.547 1.479 6.449
C: -0.655 2.503 3.961
C: -0.819 2.268 2.595
C: -1.031 3.418 1.658
F: 0.190 3.893 1.191
F: -1.750 3.035 0.545
F: -1.691 4.479 2.224
C: -0.624 0.995 2.067
O: 0.450 -2.329 3.294
C: 1.329 -3.321 2.815
C: 2.364 -3.647 3.888
C: 0.447 -4.540 2.547
C: 1.975 -2.631 1.519
C: 3.235 -1.809 1.834
C: 2.243 -3.667 0.454
O: 1.012 -1.688 1.072
S: -2.421 -2.297 2.935
H: -5.088 -4.489 1.628
H: -4.001 -5.024 2.932
H: -5.032 -3.614 3.203
H: -3.580 -3.492 -0.264
H: -1.552 -1.894 -0.553
H: 0.563 -0.529 4.855
H: -0.906 3.472 4.374
H: -0.948 0.736 1.068
H: 3.135 -4.282 3.443
H: 2.838 -2.751 4.306
H: 1.912 -4.215 4.707
H: 1.075 -5.425 2.400
H: -0.191 -4.707 3.421
H: -0.204 -4.415 1.670
H: 4.092 -2.462 2.032
H: 3.476 -1.177 0.966
H: 3.056 -1.166 2.710
H: 3.028 -4.343 0.817
H: 1.340 -4.257 0.265
H: 2.583 -3.198 -0.475
C: -1.028 -0.256 -6.786
N: -0.469 0.038 -5.486
C: -1.101 -0.034 -4.283
C: -0.381 0.772 -3.341
C: -0.926 1.518 -2.274
C: -0.837 2.992 -2.282
C: 0.349 3.606 -1.826
C: 0.491 4.989 -1.848
C: -0.577 5.822 -2.198
C: -1.741 5.250 -2.720
C: -1.882 3.862 -2.732
C: 0.920 1.021 -3.984
C: 2.073 1.705 -3.622
C: 2.893 2.225 -4.657
C: 2.666 1.905 -6.013
C: 1.585 1.085 -6.374
C: 0.774 0.636 -5.338
H: -0.374 -0.918 -7.364
H: -2.016 -0.694 -6.640
H: -1.132 0.672 -7.365
H: -2.099 -0.437 -4.191
H: -1.691 1.049 -1.654
H: 1.134 2.953 -1.428
H: 1.430 5.444 -1.534
H: -0.497 6.901 -2.025
H: -2.531 5.902 -3.106
H: -2.821 3.418 -3.069
H: 2.299 1.841 -2.564
H: 3.740 2.865 -4.398
H: 3.334 2.309 -6.777
H: 1.369 0.813 -7.411

4.
The following is a DFT calculation (wB97M-V/def2-TZVPD) of C35H34BrIN6O4SeY as an isolated structure.

Properties
HOMO level, eV: -10.38
Spin multiplicity: 1
Charge: +1
Frontier orbital gap, eV: 7.4
Relative energy (zero: lowest compared OMol25 entry of this formula, charge and spin), kJ/mol: 2.3

Element x y z (Å)
Y: 1.603 1.147 0.032
O: -3.129 -1.889 0.990
C: -2.130 -2.806 1.230
C: -2.424 -4.099 1.636
C: -1.399 -5.014 1.821
C: -0.085 -4.636 1.593
C: 0.194 -3.333 1.204
C: -0.813 -2.396 1.036
C: -0.468 -1.006 0.537
O: 0.875 -0.735 0.567
N: -1.166 0.021 1.353
N: -0.748 1.281 1.026
C: -1.514 2.279 1.240
C: -1.029 3.650 1.107
Br: 0.840 3.851 1.467
C: -1.765 4.732 0.858
C: -3.193 4.721 0.514
C: -3.999 5.775 0.950
C: -5.351 5.796 0.654
C: -5.914 4.774 -0.101
C: -5.116 3.738 -0.565
C: -3.764 3.710 -0.261
H: -3.986 -2.309 1.119
H: -3.456 -4.391 1.795
H: -1.634 -6.024 2.127
H: 0.717 -5.354 1.708
H: 1.210 -3.018 1.005
H: -0.857 -0.931 -0.494
H: -2.177 -0.094 1.352
H: -2.541 2.148 1.582
H: -1.288 5.704 0.916
H: -3.559 6.577 1.530
H: -5.966 6.613 1.006
H: -6.968 4.796 -0.340
H: -5.545 2.954 -1.175
H: -3.142 2.922 -0.668
C: 5.859 -0.134 -0.805
C: 4.837 -0.926 -1.558
N: 5.156 -2.119 -2.006
C: 4.246 -2.830 -2.698
C: 2.979 -2.382 -2.974
C: 2.034 -3.252 -3.761
O: 1.646 -2.674 -5.005
C: 2.598 -1.113 -2.475
C: 1.278 -0.600 -2.806
N: 0.662 0.339 -2.177
C: -0.612 0.726 -2.665
C: -1.597 -0.202 -2.995
C: -2.839 0.219 -3.444
C: -3.116 1.573 -3.568
C: -2.149 2.510 -3.237
C: -0.913 2.081 -2.780
I: 0.558 3.485 -2.305
C: 3.538 -0.367 -1.749
O: 3.272 0.812 -1.230
H: 6.777 -0.712 -0.728
H: 5.494 0.124 0.192
H: 6.064 0.810 -1.313
H: 4.568 -3.808 -3.038
H: 1.102 -3.413 -3.215
H: 2.490 -4.234 -3.912
H: 2.435 -2.553 -5.544
H: 0.804 -1.045 -3.681
H: -1.387 -1.259 -2.886
H: -3.591 -0.515 -3.698
H: -4.082 1.903 -3.926
H: -2.355 3.568 -3.335
C: 0.722 1.014 4.376
N: 1.432 -0.190 3.978
C: 1.084 -1.469 4.357
C: 1.948 -2.308 3.750
N: 2.809 -1.533 3.004
C: 3.840 -2.036 2.109
C: 2.483 -0.237 3.143
Se: 3.397 1.196 2.364
H: 0.390 0.904 5.405
H: -0.137 1.165 3.723
H: 1.398 1.861 4.296
H: 0.264 -1.665 5.023
H: 2.023 -3.379 3.779
H: 3.986 -3.093 2.314
H: 4.769 -1.497 2.278
H: 3.529 -1.899 1.072

5.
The following is a DFT calculation (wB97M-V/def2-TZVPD) of C35H34CdClNOSi2 as an isolated structure.

Properties
HOMO level, eV: -6.18
Spin multiplicity: 1
Charge: 0
Frontier orbital gap, eV: 6.4
Relative energy (zero: lowest compared OMol25 entry of this formula, charge and spin), kJ/mol: 0.0

Element x y z (Å)
C: -1.525 -0.601 5.429
C: -2.531 -0.195 4.515
C: -2.449 -1.003 3.363
H: -3.306 0.546 4.719
C: -1.326 -1.884 3.519
C: -0.786 -1.649 4.836
H: -0.056 -2.280 5.337
H: -1.416 -0.245 6.454
H: -3.162 -1.038 2.539
H: -1.137 -2.764 2.911
Cd: 0.405 -0.307 2.923
Si: 1.097 -0.078 -3.161
C: 0.975 1.463 -4.193
C: 2.010 1.928 -5.016
H: 2.986 1.434 -4.995
C: 1.796 3.008 -5.880
H: 2.593 3.343 -6.545
C: 0.565 3.670 -5.894
H: 0.403 4.523 -6.556
C: -0.457 3.235 -5.053
H: -1.417 3.754 -5.037
C: -0.261 2.130 -4.222
H: -1.081 1.780 -3.588
C: 1.219 -1.484 -4.356
C: 0.403 -1.485 -5.502
H: -0.140 -0.582 -5.787
C: 0.264 -2.645 -6.274
H: -0.424 -2.649 -7.120
C: 0.991 -3.796 -5.955
H: 0.847 -4.713 -6.529
C: 1.904 -3.754 -4.891
H: 2.510 -4.633 -4.677
C: 2.024 -2.613 -4.097
H: 2.735 -2.584 -3.268
H: -0.200 -0.262 -2.514
Si: 0.425 -0.077 0.319
C: -0.341 -1.657 -0.297
C: -1.607 -1.622 -0.927
H: -2.028 -0.668 -1.259
C: -2.357 -2.787 -1.105
H: -3.330 -2.736 -1.605
C: -1.869 -4.010 -0.628
H: -2.480 -4.914 -0.715
C: -0.596 -4.072 -0.038
H: -0.210 -5.037 0.309
C: 0.168 -2.913 0.112
H: 1.147 -2.961 0.601
C: -0.746 1.350 0.102
C: -2.010 1.422 0.740
H: -2.272 0.693 1.519
C: -2.947 2.389 0.363
H: -3.940 2.402 0.830
C: -2.621 3.327 -0.624
H: -3.360 4.070 -0.944
C: -1.344 3.324 -1.198
H: -1.087 4.055 -1.973
C: -0.399 2.375 -0.800
H: 0.608 2.389 -1.229
H: 2.132 -0.042 -2.092
Cl: 2.445 0.328 0.327
O: 0.044 1.975 3.486
C: 0.566 2.537 4.715
C: 1.429 1.533 5.403
C: 1.965 1.804 6.663
C: 2.693 0.810 7.316
C: 2.867 -0.420 6.685
C: 2.325 -0.611 5.417
N: 1.615 0.354 4.781
H: -0.579 2.584 3.051
H: 1.147 3.444 4.479
H: -0.268 2.813 5.371
H: 1.788 2.793 7.082
H: 3.111 0.986 8.303
H: 3.403 -1.246 7.150
H: 2.456 -1.555 4.875

6.
The following is a DFT calculation (wB97M-V/def2-TZVPD) of C35H34ClN5O4SZr as an isolated structure.

Properties
HOMO level, eV: -12.77
Spin multiplicity: 1
Charge: +2
Frontier orbital gap, eV: 6.5
Relative energy (zero: lowest compared OMol25 entry of this formula, charge and spin), kJ/mol: 51.5

Element x y z (Å)
Zr: 0.892 0.059 -0.168
O: 1.599 4.478 -0.135
C: 1.591 4.667 -1.474
C: 1.567 5.996 -1.892
C: 1.546 6.296 -3.236
C: 1.543 5.283 -4.201
C: 1.561 3.973 -3.794
C: 1.584 3.633 -2.428
C: 1.565 2.224 -2.049
O: 1.615 1.908 -0.755
N: 1.458 1.299 -2.961
N: 1.371 0.056 -2.335
C: 1.821 -0.978 -2.922
C: 1.845 -2.239 -2.149
C: 2.501 -3.356 -2.617
C: 2.559 -4.475 -1.794
C: 1.970 -4.422 -0.543
C: 1.347 -3.247 -0.148
N: 1.278 -2.177 -0.934
H: 1.695 3.534 0.038
H: 1.577 6.771 -1.137
H: 1.538 7.333 -3.546
H: 1.534 5.528 -5.254
H: 1.565 3.177 -4.526
H: 2.252 -0.908 -3.917
H: 2.954 -3.351 -3.599
H: 3.064 -5.373 -2.126
H: 1.998 -5.268 0.130
H: 0.892 -3.161 0.833
Cl: 5.567 -2.713 4.915
C: 4.719 -2.022 3.582
C: 5.287 -2.061 2.304
C: 4.635 -1.510 1.219
C: 3.386 -0.925 1.391
O: 2.755 -0.357 0.362
C: 2.805 -0.887 2.666
C: 1.546 -0.256 2.940
N: 0.656 0.129 2.076
C: -0.544 0.784 2.556
C: -1.055 0.635 3.811
C: -2.203 1.355 4.221
C: -2.823 2.213 3.365
C: -2.343 2.351 2.038
C: -2.944 3.209 1.086
C: -2.450 3.274 -0.184
C: -1.359 2.459 -0.522
N: -0.775 1.654 0.338
C: -1.224 1.613 1.629
C: 3.501 -1.424 3.768
H: 6.260 -2.517 2.177
H: 5.085 -1.507 0.236
H: 1.336 -0.090 3.994
H: -0.593 -0.040 4.520
H: -2.573 1.226 5.229
H: -3.684 2.789 3.679
H: -3.793 3.815 1.381
H: -2.872 3.930 -0.933
H: -0.960 2.472 -1.531
H: 3.068 -1.371 4.760
C: -2.981 -3.443 2.630
C: -3.683 -3.369 1.281
C: -2.761 -2.901 0.156
S: -2.405 -1.155 0.350
O: -0.994 -0.980 -0.267
C: -3.556 -0.402 -0.809
C: -3.078 -0.296 -2.259
C: -3.304 -1.541 -3.107
H: -3.681 -3.703 3.422
H: -2.523 -2.489 2.908
H: -2.197 -4.203 2.616
H: -4.565 -2.723 1.339
H: -4.062 -4.349 0.989
H: -3.176 -3.054 -0.837
H: -1.781 -3.380 0.205
H: -3.783 0.575 -0.381
H: -4.452 -1.023 -0.703
H: -2.022 -0.027 -2.278
H: -3.608 0.557 -2.685
H: -2.693 -2.382 -2.773
H: -3.036 -1.348 -4.145
H: -4.350 -1.854 -3.090